DFT (ωB97M-V with the def2-TZVPD basis set) results for 3 unconnected molecules or ions with the total composition C50H46ClF2N4O7S.

The geometry in ORCA input format:
```
! RIJCOSX wB97M-V def2-TZVPD def2/J DEFGRID3
* xyz 1 1
Cl 4.063 1.246 2.096
S 3.194 -3.939 4.047
F 1.766 -2.898 1.355
F 3.540 -0.914 -0.184
O -6.177 1.814 -8.519
O 1.850 0.652 -0.158
O -0.096 3.554 -4.273
O -4.927 1.365 -3.699
O 3.723 -6.667 5.195
O 0.464 -1.905 2.998
O -9.227 -2.471 -9.417
N 2.067 -0.440 1.916
N 4.605 -1.028 4.627
N 3.129 -5.948 7.446
N 3.002 -4.840 6.647
C 0.283 1.839 4.330
C -2.259 4.927 -5.391
C -9.387 0.673 -12.173
C 5.071 -2.291 2.503
C 3.786 -0.009 5.374
C -6.895 0.846 -8.711
C -0.420 0.064 -1.989
C 4.677 -3.835 2.929
C -4.630 4.947 -5.838
C -9.354 -0.402 -11.290
C 3.572 -7.063 6.589
C 4.266 -1.172 3.321
C 1.383 -1.730 2.128
C 7.179 -1.192 5.135
C -2.799 0.117 -2.388
C 7.245 0.087 4.144
C -6.910 -0.280 -7.750
C 4.511 1.090 6.310
C -6.149 -1.257 -5.677
C 4.294 -1.222 9.027
C 2.604 0.424 4.364
C -1.689 -0.479 -1.796
C -4.774 3.748 -5.147
C -8.621 1.809 -11.918
C 3.744 1.105 7.761
C -7.769 -2.421 -7.034
C -7.729 -1.387 -7.971
C -1.205 3.069 -4.119
C 3.105 -0.129 2.939
C -6.111 -0.222 -6.606
C -2.398 3.721 -4.701
C -6.985 -2.352 -5.886
C -0.257 3.360 4.128
C 4.584 0.383 8.935
C 3.359 -5.289 5.292
C -7.770 0.784 -9.902
C -3.658 3.138 -4.568
C 4.396 -2.538 8.889
C -8.552 -1.478 -9.197
C 5.656 -1.730 5.426
C -0.262 1.213 -2.757
C 8.002 -0.810 6.471
C -7.810 1.864 -10.787
C -8.553 -0.344 -10.147
C 2.501 -0.217 0.516
C -2.643 1.266 -3.165
C 1.912 1.874 4.485
C -3.827 1.883 -3.805
C -1.376 1.823 -3.338
C -3.375 5.540 -5.954
H 1.761 -0.339 4.640
H -5.530 -1.208 -4.786
H -10.014 0.627 -13.058
H 2.106 2.242 5.572
H 7.333 -0.216 3.019
H 5.031 -2.198 1.361
H -0.218 1.306 5.231
H 5.689 -2.870 5.264
H -0.052 3.709 3.052
H -5.461 0.632 -6.434
H -5.756 3.294 -5.056
H -5.499 5.422 -6.284
H 4.290 0.792 9.988
H 3.221 -0.692 6.137
H 0.445 -0.407 -1.535
H 8.237 0.660 4.369
H 7.782 -2.041 4.607
H 5.593 -4.427 3.322
H -7.024 -3.154 -5.155
H 5.496 -1.576 6.571
H -9.958 -1.283 -11.492
H 3.711 -8.092 7.071
H 4.376 2.136 5.834
H 9.031 -0.385 6.119
H -7.213 2.751 -10.597
H -1.408 3.438 4.300
H 7.516 0.033 7.090
H 5.639 0.924 6.440
H 3.628 2.218 8.060
H 6.388 0.846 4.285
H 2.329 2.673 3.772
H -3.265 6.481 -6.486
H 2.681 0.669 7.715
H -3.785 -0.314 -2.238
H 0.039 1.281 3.338
H 0.729 1.634 -2.899
H 4.396 -4.353 1.921
H -8.654 2.651 -12.602
H 8.250 -1.751 7.107
H -8.415 -3.280 -7.194
H -1.282 5.394 -5.489
H 5.724 0.597 8.842
H 4.545 -3.680 8.742
H 0.245 4.095 4.862
H 6.198 -2.193 2.795
H -1.814 -1.369 -1.186
*
```

The calculation puts the highest occupied orbital energy at -10.4978 eV. Its HOMO-LUMO gap is 5.76 eV. The calculation puts the total energy at -3736.07854 Eh. The LUMO energy comes out at -4.73 eV. Its strongest force on any atom is 7.62 eV/Å.

Atom charges from the Mulliken analysis, given in e for atoms 1 to 8:
1 Cl -0.15
2 S 0.11
3 F -0.23
4 F -0.23
5 O -0.71
6 O -0.44
7 O -0.68
8 O -0.68



DFT (ωB97M-V with the def2-TZVPD basis set) results for a molecular structure, C50H46N6P2TeTl.

The geometry in ORCA input format:
```
! RIJCOSX wB97M-V def2-TZVPD def2/J DEFGRID3
* xyz -1 1
Tl -0.512 -0.727 0.795
Te -2.536 -4.024 -3.385
P -0.813 -1.315 -2.541
P -0.409 -3.678 -0.923
N -2.987 -3.519 8.205
N 0.453 1.141 2.992
N -2.372 1.543 2.088
N 2.004 0.596 0.503
N 0.225 -5.114 -7.320
N -0.327 2.363 0.300
C -1.886 -0.658 -6.501
C -0.648 -0.643 -7.127
C -1.916 1.772 3.456
C 1.787 1.654 2.763
C -0.980 -4.569 -7.455
C -1.136 -7.699 -0.630
C 1.062 -6.092 -1.115
C -3.081 -2.323 4.900
C -1.286 -6.323 -0.704
C 1.923 1.751 -0.392
C -0.184 -5.499 -0.925
C 0.410 -0.914 -4.989
C 0.892 2.784 0.001
C -0.960 4.604 0.809
C -2.836 -2.216 3.563
C 1.213 -7.471 -1.052
C -1.421 -4.592 -5.104
C -1.383 -4.176 3.699
C 0.505 -0.774 -6.366
C -2.761 -3.437 7.071
C -2.487 -3.332 5.690
C -2.418 -0.535 -2.058
C -2.685 0.789 -2.416
C -4.525 -0.583 -0.870
C -0.931 -3.066 -2.483
C 2.638 0.827 1.788
C 1.934 -3.135 0.484
C 1.395 -3.187 -0.807
C -1.562 -3.475 0.327
C 0.114 -8.278 -0.799
C -1.659 -3.074 1.548
C -0.445 2.146 3.569
C -3.346 -1.207 -1.268
C -1.975 -0.805 -5.125
C -3.869 1.404 -2.044
C -1.834 -4.298 -6.395
C 1.244 4.130 0.057
C -1.224 3.242 0.743
C -0.168 -5.175 -4.951
C 2.170 -2.722 -1.868
C -0.827 -0.934 -4.346
C -4.799 0.716 -1.269
C 0.291 5.054 0.441
C 0.602 -5.414 -6.076
C -2.535 2.690 1.213
C 3.223 -2.673 0.704
C -1.638 -4.255 5.031
C -1.965 -3.130 2.868
C 3.458 -2.249 -1.650
C 3.990 -2.221 -0.365
H 3.632 -2.670 1.707
H 2.831 -0.162 2.206
H 4.060 -1.923 -2.490
H -1.722 5.284 1.165
H 1.648 1.350 -1.372
H 2.461 -0.166 0.017
H -0.233 2.341 4.632
H 1.583 -5.869 -5.975
H -3.148 -2.229 -0.961
H 2.887 2.276 -0.494
H -3.238 1.037 2.107
H -3.089 2.342 0.338
H -2.001 -8.321 -0.438
H 3.609 1.344 1.699
H -0.581 -0.530 -8.202
H 0.213 -5.422 -3.966
H -2.079 0.844 4.001
H 1.773 -2.790 -2.873
H 1.312 -1.016 -4.396
H 1.476 -0.776 -6.845
H -4.072 2.421 -2.359
H -2.258 -5.867 -0.567
H -1.965 1.335 -3.017
H 1.335 -3.493 1.316
H 0.231 -9.352 -0.734
H -1.182 -5.046 5.615
H -5.234 -1.129 -0.259
H -3.753 -1.618 5.377
H 1.929 -5.476 -1.313
H -5.728 1.192 -0.982
H -1.277 -4.315 -8.468
H -2.506 2.558 3.957
H 0.531 6.109 0.484
H -2.791 -0.574 -7.090
H 2.372 1.763 3.690
H -2.796 -3.838 -6.583
H -2.950 -0.815 -4.651
H -3.338 -1.460 2.995
H -0.264 3.085 3.041
H 2.255 4.434 -0.182
H 2.191 -7.912 -1.198
H 1.654 2.658 2.354
H -3.113 3.506 1.676
H 5.001 -1.870 -0.202
H -0.732 -4.898 3.222
H 0.466 0.299 3.560
*
```

The calculation puts the highest occupied orbital energy at -2.1155 eV. Its HOMO-LUMO gap is 4.05 eV. The calculation puts the energy relative to the best compared isomer or geometry (same formula, charge and spin) at 1.225 eV. The calculation puts the total energy at -3384.58425 Eh. The LUMO energy comes out at 1.94 eV. Its strongest force on any atom is 0.74 eV/Å.

Atom charges from the Mulliken analysis, given in e for atoms 1 to 8:
1 Tl 1.24
2 Te 0.29
3 P 0.96
4 P 2.05
5 N -0.71
6 N 0.23
7 N 0.24
8 N 0.59



DFT (ωB97M-V with the def2-TZVPD basis set) results for a molecular structure, C50H47BrIrN5O2P2Te.

The geometry in ORCA input format:
```
! RIJCOSX wB97M-V def2-TZVPD def2/J DEFGRID3
* xyz 2 1
Ir 0.152 -0.911 -0.492
Te -1.784 0.178 -1.955
Br 3.471 -4.183 -1.872
P -0.951 0.467 1.239
P -0.535 3.597 0.444
O 1.243 -2.050 -1.839
O -0.554 -2.503 -3.066
N 1.804 -1.348 0.881
N 1.555 0.553 -0.987
N 3.721 0.828 -1.357
N 0.305 -4.695 1.397
N -0.268 -2.954 0.148
C 3.597 2.797 -2.925
C -2.558 -0.416 1.433
C -1.468 0.139 -4.050
C -0.841 -0.203 3.999
C -2.594 -6.369 -0.171
C 1.811 0.587 4.249
C -2.928 -5.303 -1.017
C -2.548 7.289 2.363
C 1.541 -3.270 -3.859
C 2.780 0.112 -0.733
C -4.950 -0.631 1.133
C -3.385 -1.186 -2.106
C -2.221 -4.119 -1.006
C -1.166 -4.002 -0.111
C 1.173 0.666 3.021
C 1.712 1.632 -1.872
C 1.028 3.621 1.401
C 2.737 -3.926 -3.610
C 2.225 3.446 0.714
C 1.126 0.107 5.354
C -2.531 -1.738 1.886
C -3.783 0.118 1.038
C -4.909 -1.930 1.606
C -2.686 4.977 1.718
C -0.819 -5.092 0.694
C 2.681 3.642 -3.517
C 3.464 -4.518 -4.631
C 0.589 -3.437 1.024
C 1.067 3.886 2.770
C -1.523 -6.289 0.694
C -0.152 0.242 2.872
C 3.440 3.493 1.385
C 1.307 3.497 -3.288
C -1.263 7.353 1.840
C 3.466 3.741 2.749
C 0.806 2.507 -2.467
C -0.689 6.232 1.269
C 0.655 -2.575 -2.863
C -0.202 -0.273 5.227
C 1.097 -3.224 -5.182
C 2.276 3.947 3.439
C 1.825 -3.781 -6.218
C -1.385 5.022 1.221
C -3.259 6.102 2.294
C 3.083 1.801 -2.107
C 3.016 -4.433 -5.939
C -3.690 -2.486 1.975
C -1.474 2.224 1.291
C 1.740 -2.653 1.559
C 3.024 -1.113 0.085
H 4.660 2.911 -3.086
H 1.617 0.050 6.315
H 3.594 -4.888 -6.730
H 1.590 -2.489 2.631
H -5.819 -2.508 1.690
H 4.377 -5.046 -4.400
H -2.454 2.241 0.822
H -1.242 -7.117 1.329
H -1.880 -0.491 3.929
H 1.735 -0.634 1.603
H -3.276 4.073 1.663
H 4.713 0.656 -1.317
H -2.436 -3.324 -1.693
H -4.265 6.048 2.687
H 2.205 3.306 -0.361
H 4.366 3.382 0.835
H 3.160 -1.955 -0.594
H -3.172 -7.281 -0.216
H -0.751 -0.618 6.093
H -3.645 -3.506 2.336
H 3.030 4.440 -4.157
H -2.995 8.164 2.814
H 2.832 0.930 4.345
H -3.865 1.126 0.659
H 0.838 -5.256 2.042
H -0.254 2.462 -2.270
H -1.594 2.438 2.357
H 0.161 -2.724 -5.382
H -3.584 -1.619 -1.132
H 2.295 4.166 4.498
H -2.381 0.541 -4.485
H 4.411 3.808 3.270
H -0.621 0.766 -4.311
H 0.623 4.190 -3.757
H 1.463 -3.710 -7.233
H -1.592 -2.185 2.183
H -3.090 -1.938 -2.832
H -4.257 -0.642 -2.461
H -0.709 8.281 1.874
H -5.890 -0.191 0.828
H -3.752 -5.422 -1.707
H 0.313 6.297 0.863
H 2.677 -3.204 1.441
H -1.298 -0.890 -4.350
H 3.918 -1.011 0.708
H 0.146 4.068 3.312
H 1.700 1.114 2.180
*
```

The calculation puts the highest occupied orbital energy at -12.5313 eV. Its HOMO-LUMO gap is 7.76 eV. The calculation puts the energy relative to the best compared isomer or geometry (same formula, charge and spin) at 1.281 eV. The calculation puts the total energy at -5986.54580 Eh. The LUMO energy comes out at -4.77 eV. Its strongest force on any atom is 1.76 eV/Å.

Atom charges from the Mulliken analysis, given in e for atoms 1 to 8:
1 Ir 3.15
2 Te 0.54
3 Br -0.16
4 P 1.37
5 P 0.31
6 O -0.47
7 O -0.57
8 N 0.37



DFT (ωB97M-V with the def2-TZVPD basis set) results for a molecular structure, C50H47CaN10O2P2S.

The geometry in ORCA input format:
```
! RIJCOSX wB97M-V def2-TZVPD def2/J DEFGRID3
* xyz 1 1
Ca -1.126 0.897 0.838
S -2.621 1.966 -3.096
P 0.999 -0.440 -2.427
P 2.137 -0.946 0.328
O 0.915 -0.203 0.756
O -0.244 0.028 -1.751
N 0.082 3.102 0.571
N 0.691 4.958 1.588
N -3.258 -0.079 0.608
N -4.267 0.478 0.097
N -2.782 -0.668 -2.957
N -3.042 2.539 0.367
N 0.261 3.423 4.246
N -0.923 2.013 3.041
N -4.772 0.456 -3.246
N -1.437 -1.152 2.346
C -0.076 -0.618 -4.918
C 1.412 -3.292 1.508
C -3.281 -1.439 0.830
C -3.438 0.499 -3.098
C -0.532 -2.883 5.511
C 3.551 1.231 1.169
C -5.576 -0.742 -3.295
C -0.384 -1.230 -6.120
C -1.075 1.698 4.363
C 2.182 0.857 -2.820
C 1.577 -4.394 2.325
C -1.259 -2.492 4.401
C -2.280 -3.408 1.793
C -2.274 -1.968 1.704
C 0.678 -1.302 -3.966
C -4.316 -3.591 0.480
C 4.761 -0.194 -0.349
C 3.299 2.876 -2.136
C -3.248 -4.166 1.207
C 2.785 -4.593 2.983
C 2.454 -2.378 1.351
C 0.399 4.046 -0.372
C 2.332 1.909 -1.924
C 3.823 -3.690 2.827
C 1.261 -1.457 4.843
C 0.249 3.688 1.739
C 1.923 -1.586 -1.357
C 0.536 -1.063 3.731
C 4.127 2.792 -3.247
C 5.851 0.658 -0.280
C 0.802 -3.208 -5.433
C 5.793 1.793 0.517
C -4.150 1.889 -0.008
C -0.356 2.564 5.128
C -4.139 4.596 -0.191
C 0.746 -2.386 5.734
C 4.648 2.076 1.246
C 0.056 -2.522 -6.377
C -3.060 3.864 0.273
C -0.115 3.047 3.000
C 3.987 1.742 -4.143
C -4.315 -2.239 0.302
C 0.786 5.200 0.236
C -0.722 -1.607 3.453
C 3.660 -2.579 2.011
C -5.284 3.911 -0.569
C 1.113 -2.598 -4.225
C 3.603 0.095 0.368
C 3.018 0.773 -3.931
C -5.293 2.536 -0.469
H 4.628 1.682 -5.012
H -3.197 -5.244 1.305
H -0.975 -0.700 -6.854
H -5.089 -1.745 -0.266
H 1.331 -2.502 -1.252
H -1.487 -3.890 2.347
H 2.909 -0.038 -4.638
H 2.642 1.452 1.717
H 4.469 -1.867 1.909
H 1.111 6.146 -0.153
H 2.912 -5.455 3.624
H 1.698 -3.142 -3.496
H 4.759 -3.842 3.347
H 1.142 -4.214 -5.632
H 6.645 2.457 0.571
H -5.421 -1.302 -4.221
H -1.683 0.867 4.673
H 0.764 -5.093 2.459
H 2.892 -1.840 -1.791
H -0.444 0.381 -4.709
H -3.285 -1.519 -2.758
H -0.213 2.639 6.189
H -6.158 1.940 -0.718
H -5.366 -1.392 -2.446
H 4.823 -1.080 -0.968
H 6.745 0.438 -0.847
H -6.154 4.443 -0.932
H -6.624 -0.460 -3.233
H 4.609 2.958 1.872
H -5.200 1.352 -3.401
H -0.190 -2.997 -7.317
H -2.273 -2.851 4.279
H -2.157 4.374 0.587
H -5.096 -4.214 0.069
H 0.890 4.165 4.497
H -0.975 -3.577 6.214
H 0.846 5.635 2.315
H 0.314 3.836 -1.424
H 2.241 -1.028 5.014
H 0.946 -0.333 3.051
H -4.078 5.673 -0.245
H 4.880 3.549 -3.418
H 3.410 3.690 -1.432
H -1.852 -0.572 -2.558
H 0.456 -3.124 1.023
H 1.316 -2.701 6.596
H 1.691 1.959 -1.054
*
```

The calculation puts the highest occupied orbital energy at -8.2897 eV. Its HOMO-LUMO gap is 5.80 eV. The calculation puts the energy relative to the best compared isomer or geometry (same formula, charge and spin) at 0.723 eV. The calculation puts the total energy at -4390.21434 Eh. The LUMO energy comes out at -2.49 eV. Its strongest force on any atom is 0.77 eV/Å.

Atom charges from the Mulliken analysis, given in e for atoms 1 to 8:
1 Ca 2.30
2 S -0.46
3 P 1.31
4 P 0.63
5 O 0.59
6 O 0.89
7 N 1.15
8 N 0.02